1.
Below is 2 unconnected molecules or ions with the total composition C4H13N2OS, with properties calculated with ωB97M-V with the def2-TZVPD basis set.

```
21
Properties=species:S:1:pos:R:3:forces:R:3:lowdin_charge:R:1
S 2.6729 -0.8484 0.7771 -1.1 -0.5 0.1 0.199
O 2.4365 0.8868 -1.8063 0.3 -0.4 0.3 -0.178
N -1.4958 -0.5453 0.9572 -1.0 0.9 -1.4 -0.051
N -1.5730 0.0675 -1.5888 0.2 -0.3 1.6 0.010
C 0.2674 1.2744 0.7788 0.2 -0.3 -0.6 -0.118
C 0.8169 -1.2056 0.5480 1.2 0.3 0.5 -0.629
C -0.0847 -0.1458 1.1829 0.0 -0.8 0.3 -0.516
C -1.9520 -0.8454 -0.4709 0.6 0.3 1.1 -0.285
H -1.5259 -1.8112 -0.7006 -0.1 -0.3 -0.2 0.085
H -2.0387 0.2848 1.1995 -0.1 -0.2 0.3 0.073
H 1.1994 1.5088 1.2745 0.2 0.3 0.1 0.038
H 0.4991 1.2621 -0.2910 0.0 0.5 0.1 0.040
H -3.0377 -0.9107 -0.3864 0.0 -0.1 -0.2 0.090
H 0.4996 -2.1708 0.9973 0.4 0.4 -0.4 0.059
H 3.0706 1.4008 -1.2929 -0.1 0.4 -0.2 0.005
H 2.4917 0.0963 -1.1987 -0.2 0.1 -0.2 -0.105
H -1.9182 0.9912 -1.3389 -0.3 0.1 -0.1 0.050
H -0.5114 2.0172 0.9896 0.0 -0.2 0.1 0.068
H 0.0812 -0.2436 2.2697 -0.2 0.1 -0.2 0.119
H -0.5841 0.1778 -1.3665 0.2 0.1 -0.9 0.018
H 0.6864 -1.2408 -0.5336 -0.3 -0.1 0.0 0.027
```
Forces are in eV/Å.

As for the total charge: -1. Its total energy is -20222.5979 eV. The value obtained for the HOMO energy is -3.1 eV.

2.
Below is 2 unconnected molecules or ions with the total composition C4H13N2OS, with properties calculated with ωB97M-V with the def2-TZVPD basis set.

```
21
Properties=species:S:1:pos:R:3:forces:R:3:mulliken_spin:R:1
S -0.0823 1.1481 -1.7781 -0.5 0.4 0.9 0.959
O 0.7091 -2.1246 -1.5989 -2.6 2.9 -0.1 0.005
N 2.1860 -0.4133 0.7769 -0.6 0.0 -0.9 0.012
N 0.1151 0.5573 1.7716 -0.4 1.0 -1.0 0.014
C -1.4532 0.2539 -0.9621 3.5 -1.6 1.8 -0.040
C -0.9898 -0.3832 1.4963 1.8 2.2 -4.4 0.007
C -1.9452 0.3777 0.5123 -2.1 -1.9 0.3 -0.014
C 1.4361 -0.0062 1.9152 0.8 3.2 2.4 0.001
H 0.0904 1.4072 1.1558 0.1 -1.3 0.7 -0.004
H 2.0234 0.3321 0.0338 0.3 -1.8 1.0 -0.005
H -0.6336 -1.3119 0.9682 -0.3 0.6 0.7 0.000
H -1.4700 -0.5766 2.3562 -1.7 -1.1 3.1 0.000
H -1.0180 -0.8173 -1.1983 -1.6 2.2 1.2 0.030
H -0.2708 -1.9180 -1.3153 2.9 -1.7 -0.6 -0.002
H 0.8639 -1.1816 -1.9617 0.3 -2.1 0.5 0.000
H 1.8269 -1.3408 0.5364 0.3 0.5 -1.0 -0.001
H 1.2870 -0.6879 2.7255 0.5 -1.5 0.0 0.001
H -3.0104 -0.1108 0.5581 1.9 0.0 -0.5 0.000
H 2.0763 0.7755 2.4684 -1.0 -0.6 -0.9 0.000
H -2.1806 0.2799 -1.6535 -3.0 0.4 -2.3 0.040
H -2.3348 1.3167 0.9564 1.3 0.3 -0.7 -0.002
```
Forces are in eV/Å.

The spin multiplicity is 2. As for the total charge: 0. Its total energy is -20218.2861 eV. The value obtained for the HOMO energy (spin up / spin down) is -8.8 / -8.8 eV. The expectation value of S² is 0.75.

3.
Below is a gas-phase ion, C4H13N2S (charge +1), with properties calculated with ωB97M-V with the def2-TZVPD basis set.

```
20
Properties=species:S:1:pos:R:3:forces:R:3:lowdin_charge:R:1
S -3.5511 -0.3582 -1.8340 2.3 -0.6 0.9 0.622
N 1.2643 0.8202 1.9068 0.2 1.4 -3.8 0.132
N 0.7878 0.3851 -1.0386 -0.8 -0.6 3.0 -0.067
C 1.5492 -0.5932 1.5776 -1.6 -2.5 -0.7 -0.123
C -0.6936 0.5229 -1.3598 -0.6 -0.3 1.1 -0.248
C -1.8103 -0.2876 -0.6247 -2.7 1.5 -1.8 -0.344
C 1.2030 -0.6881 -0.0554 0.1 -2.2 -0.5 -0.173
H 0.5271 -1.5421 -0.2723 0.1 0.3 1.1 0.108
H 2.6035 -0.9344 1.8722 -1.5 0.9 -0.7 0.144
H 2.1629 1.3529 1.6410 -2.0 -0.5 0.0 0.210
H 1.0760 1.1247 2.8282 -0.7 -0.1 1.5 0.139
H -2.4790 0.0889 0.1716 1.5 0.2 0.2 0.041
H 0.8197 -1.3464 2.1376 1.4 2.0 -1.1 0.162
H 1.2552 0.0507 -1.8399 0.5 0.2 -1.2 0.083
H -1.6771 -1.3158 -0.5586 0.4 -1.8 0.3 0.009
H -0.8724 1.5509 -1.1014 -0.5 0.6 -0.7 0.091
H 0.4175 1.0548 1.1772 2.6 0.2 2.3 0.222
H 2.1062 -1.1087 -0.4669 0.6 0.2 -0.1 0.098
H -3.7652 0.9390 -1.7588 -0.1 0.7 0.1 -0.200
H -0.9238 0.2842 -2.4017 0.6 0.5 0.0 0.097
```
Forces are in eV/Å.

As for the structure (SMILES): [NH3+]CCNCCS. As for the total charge: +1. Its total energy is -18164.3732 eV. The value obtained for the HOMO energy is -12.1 eV.

4.
Below is 2 unconnected molecules or ions with the total composition C4H13N2S, with properties calculated with ωB97M-V with the def2-TZVPD basis set.

```
20
Properties=species:S:1:pos:R:3:forces:R:3:lowdin_charge:R:1
S -3.2340 -2.4094 1.6823 -0.5 -0.2 0.6 0.802
N -0.7399 0.0031 -0.1417 -1.1 -0.2 -0.6 0.206
N 1.3831 1.3396 0.6281 0.1 0.1 -0.1 0.128
C -1.5880 -0.5339 0.8278 1.5 0.8 1.3 -0.329
C 2.0449 1.8455 -0.5439 0.5 -0.2 -0.5 -0.283
C 2.6020 0.6803 -1.3590 -0.6 -0.4 0.1 -0.081
C -2.1887 -1.9257 0.3288 0.6 0.0 -0.9 -0.509
H -3.8966 -3.4033 1.0698 0.0 0.1 -0.2 -0.100
H -1.3415 -2.5926 0.1966 0.0 0.1 0.0 0.086
H -0.9241 -0.8767 1.6418 -0.2 -0.1 0.0 0.138
H -2.3281 0.1391 1.2627 -0.4 -0.1 -0.6 0.123
H 3.2641 0.0654 -0.7531 0.1 0.1 0.0 0.082
H -1.2583 0.6835 -0.7195 0.1 0.1 0.2 0.125
H -2.6908 -1.7881 -0.6282 -0.2 -0.1 0.1 0.087
H 0.4940 0.8349 0.4368 0.2 -0.9 0.1 0.007
H 3.0987 0.9754 -2.2797 0.1 0.3 0.1 0.083
H 2.8445 2.5239 -0.2398 -0.2 0.1 0.2 0.129
H 1.3606 2.4276 -1.1808 0.0 0.1 0.1 0.132
H 1.3389 1.9685 1.4122 -0.2 0.4 0.2 0.110
H 1.7593 0.0431 -1.6413 0.1 -0.1 -0.1 0.064
```
Forces are in eV/Å.

As for the total charge: +1. Its total energy is -18162.4678 eV. The value obtained for the HOMO energy is -13.2 eV.

The records above yield relative energy (zero: lowest compared OMol25 entry of this formula, charge and spin) values of 7.7 36.4 95.0 138.9 kcal per mole, respectively.